Computed, not measured: 13 unconnected molecules or ions with the total composition C51H99BN4O37P5 in a non-equilibrium geometry, with the ωB97M-V functional and the def2-TZVPD basis.

Structure (ORCA input):
```
! RIJCOSX wB97M-V def2-TZVPD def2/J DEFGRID3
* xyz -1 1
O 29.331 -21.428 1.370
C 29.953 -20.753 0.588
O 31.177 -20.304 0.714
B 31.592 -19.695 -0.565
O 30.343 -19.540 -1.353
C 29.378 -20.252 -0.727
O 28.279 -20.369 -1.134
O 32.514 -20.543 -1.364
C 33.428 -19.730 -1.888
O 34.250 -20.093 -2.681
C 33.257 -18.336 -1.249
O 32.194 -18.359 -0.483
O 33.907 -17.375 -1.557
C 32.399 -17.088 2.789
C 31.553 -16.162 3.510
N 30.895 -15.391 4.053
H 32.151 -18.107 3.091
H 33.433 -16.803 2.966
H 32.156 -17.103 1.725
C 33.086 -21.338 2.414
C 34.035 -20.233 2.229
N 34.769 -19.359 2.108
H 33.388 -21.918 3.290
H 33.091 -21.892 1.478
H 32.122 -20.955 2.732
C 34.481 -20.368 -6.368
C 34.795 -19.704 -7.631
N 35.042 -19.183 -8.623
H 35.350 -20.860 -5.939
H 33.684 -21.045 -6.679
H 34.120 -19.672 -5.612
C 35.497 -22.480 -0.765
C 34.258 -23.132 -0.365
N 33.247 -23.586 -0.074
H 35.613 -22.731 -1.821
H 36.371 -22.871 -0.246
H 35.466 -21.406 -0.598
C 24.738 -15.069 -1.946
C 26.142 -15.224 -1.359
O 26.640 -16.558 -1.441
P 27.278 -17.120 -2.822
O 26.865 -18.439 -3.290
O 26.932 -15.922 -3.839
C 27.514 -15.940 -5.137
C 27.110 -14.674 -5.884
O 28.855 -16.994 -2.594
C 29.453 -15.831 -2.026
C 30.870 -15.816 -2.599
H 24.682 -15.344 -2.997
H 24.002 -15.695 -1.436
H 24.369 -14.050 -1.803
H 26.734 -14.531 -1.958
H 26.151 -14.869 -0.332
H 28.604 -16.045 -5.120
H 27.189 -16.839 -5.668
H 26.039 -14.764 -6.076
H 27.209 -13.743 -5.327
H 27.713 -14.631 -6.790
H 28.967 -14.895 -2.314
H 29.472 -15.961 -0.943
H 30.772 -15.815 -3.685
H 31.486 -15.008 -2.212
H 31.251 -16.798 -2.309
C 28.850 -25.632 -0.708
C 28.873 -24.197 -0.139
O 28.086 -23.274 -0.872
P 26.519 -23.208 -1.064
O 26.125 -22.213 -2.066
O 26.160 -24.727 -1.451
C 24.875 -25.048 -1.941
C 25.021 -26.295 -2.834
O 25.830 -23.045 0.378
C 25.918 -24.070 1.387
C 24.522 -24.164 1.996
H 29.811 -26.126 -0.557
H 28.133 -26.218 -0.134
H 28.604 -25.566 -1.763
H 28.614 -24.197 0.925
H 29.900 -23.832 -0.071
H 24.236 -25.331 -1.100
H 24.426 -24.245 -2.524
H 25.579 -25.939 -3.706
H 25.512 -27.056 -2.234
H 24.113 -26.638 -3.332
H 26.399 -24.978 1.031
H 26.547 -23.682 2.196
H 24.103 -23.166 2.084
H 23.874 -24.812 1.399
H 24.551 -24.678 2.959
C 33.051 -14.753 0.502
C 32.114 -13.595 0.771
O 30.739 -13.959 0.552
P 29.614 -12.842 0.670
O 28.271 -13.277 0.303
O 29.743 -12.116 2.113
C 29.132 -12.804 3.213
C 28.007 -11.976 3.849
O 30.234 -11.755 -0.353
C 29.294 -10.958 -1.115
C 28.787 -11.709 -2.344
H 32.616 -15.605 -0.024
H 33.896 -14.450 -0.116
H 33.479 -15.195 1.405
H 32.262 -13.149 1.757
H 32.366 -12.786 0.084
H 28.621 -13.725 2.931
H 29.890 -12.901 3.986
H 28.374 -10.971 4.072
H 27.156 -11.834 3.182
H 27.676 -12.473 4.759
H 28.432 -10.733 -0.484
H 29.848 -10.060 -1.374
H 28.500 -10.963 -3.090
H 29.579 -12.316 -2.783
H 27.909 -12.326 -2.169
C 29.905 -21.118 -7.904
C 30.117 -21.956 -6.651
O 29.037 -21.919 -5.742
P 29.066 -20.955 -4.452
O 27.811 -20.884 -3.698
O 30.349 -21.490 -3.631
C 30.485 -22.756 -3.034
C 31.618 -23.562 -3.630
O 29.475 -19.513 -5.024
C 30.780 -18.989 -4.822
C 31.112 -17.964 -5.896
H 29.045 -21.464 -8.475
H 29.801 -20.065 -7.650
H 30.779 -21.257 -8.545
H 30.251 -22.983 -7.003
H 31.083 -21.700 -6.204
H 30.577 -22.638 -1.953
H 29.580 -23.361 -3.159
H 31.520 -23.646 -4.713
H 32.570 -23.054 -3.437
H 31.733 -24.558 -3.204
H 30.812 -18.466 -3.861
H 31.593 -19.719 -4.787
H 30.913 -18.288 -6.918
H 30.696 -16.958 -5.817
H 32.189 -17.775 -5.816
C 22.498 -18.081 1.664
C 23.322 -17.934 0.376
O 24.700 -17.863 0.655
P 25.663 -19.137 0.441
O 25.635 -19.637 -0.940
O 27.117 -18.616 0.947
C 27.206 -17.419 1.719
C 28.495 -17.519 2.511
O 25.136 -20.182 1.538
C 25.930 -20.495 2.672
C 25.311 -19.966 3.961
H 21.426 -18.205 1.512
H 22.757 -19.021 2.165
H 22.769 -17.327 2.404
H 23.034 -18.757 -0.280
H 23.048 -17.000 -0.113
H 27.223 -16.516 1.104
H 26.363 -17.265 2.397
H 29.380 -17.611 1.880
H 28.698 -16.599 3.071
H 28.408 -18.312 3.255
H 26.020 -21.569 2.831
H 26.952 -20.129 2.609
H 24.472 -20.561 4.328
H 26.009 -20.012 4.802
H 24.981 -18.926 3.902
C 29.572 -22.209 4.308
C 29.747 -23.723 4.555
O 28.447 -24.225 4.735
C 27.569 -23.223 4.808
O 26.402 -23.353 5.027
O 28.180 -22.044 4.640
H 29.799 -21.912 3.287
H 30.115 -21.664 5.076
H 30.380 -23.926 5.423
H 30.292 -24.203 3.740
C 36.838 -17.589 0.369
C 37.243 -17.503 1.843
O 38.213 -16.455 1.832
C 38.632 -16.236 0.580
O 39.473 -15.449 0.268
O 37.934 -16.983 -0.300
H 35.870 -17.080 0.333
H 36.675 -18.598 0.001
H 37.589 -18.493 2.148
H 36.439 -17.171 2.491
C 37.053 -16.770 -3.408
C 35.718 -16.897 -4.202
O 36.012 -16.317 -5.457
C 37.259 -15.873 -5.497
O 37.749 -15.328 -6.440
O 37.870 -16.065 -4.318
H 37.419 -17.763 -3.162
H 36.800 -16.176 -2.534
H 34.884 -16.505 -3.624
H 35.487 -17.958 -4.326
*
```

Values from the calculation:
LUMO level = 1.510 eV
DFT total energy = -6738.0162 a.u.

---

Computed, not measured: 10 unconnected molecules or ions with the total composition C52H102F3N2O16S in a non-equilibrium geometry, with the ωB97M-V functional and the def2-TZVPD basis.

Structure (ORCA input):
```
! RIJCOSX wB97M-V def2-TZVPD def2/J DEFGRID3
* xyz 1 1
C 0.864 -2.127 -4.950
C 0.322 -0.741 -4.588
C -1.156 -0.816 -4.259
O -1.597 0.448 -3.755
C -2.453 0.294 -2.660
C -1.585 0.116 -1.388
N -1.585 1.248 -0.404
C -1.148 0.698 0.937
C -0.104 1.590 1.627
C 0.868 0.689 2.423
C 0.161 0.151 3.687
C 0.493 -1.321 3.878
C 0.233 -1.799 5.302
C 0.325 -3.326 5.438
O 0.759 -3.901 4.211
C 0.893 -5.294 4.305
C -2.862 2.013 -0.374
C -2.757 3.208 0.558
C -1.755 4.316 0.139
O -2.448 5.398 -0.467
C -2.855 6.401 0.446
C -4.202 6.935 -0.014
C -4.051 1.084 0.017
S -4.651 1.218 1.723
C -6.159 2.244 1.757
C -7.378 1.349 2.061
C -3.131 2.418 -1.849
C -4.292 3.422 -1.972
C -5.332 3.064 -3.043
O -5.006 3.497 -4.337
C -6.642 3.811 -2.635
F -6.361 5.040 -2.137
F -7.305 3.127 -1.691
F -7.434 4.016 -3.676
O -1.924 2.992 -2.369
N -2.007 3.357 -3.762
O -1.570 4.417 -3.907
O -3.442 1.272 -2.597
H 1.364 -2.561 -4.094
H 1.611 -2.007 -5.723
H 0.093 -2.785 -5.341
H 0.799 -0.380 -3.680
H 0.441 -0.014 -5.384
H -1.253 -1.616 -3.517
H -1.750 -1.099 -5.127
H -2.987 -0.640 -2.822
H -1.835 -0.820 -0.913
H -0.561 0.002 -1.723
H -0.822 1.874 -0.668
H -0.686 -0.272 0.811
H -1.987 0.582 1.615
H 0.507 2.135 0.904
H -0.572 2.246 2.350
H 1.669 1.349 2.732
H 1.258 -0.104 1.794
H 0.545 0.704 4.541
H -0.915 0.287 3.620
H 1.539 -1.504 3.648
H -0.131 -1.909 3.207
H -0.775 -1.484 5.565
H 0.932 -1.326 5.988
H 1.061 -3.572 6.205
H -0.655 -3.725 5.709
H 1.561 -5.603 3.507
H -0.054 -5.819 4.173
H 1.361 -5.612 5.239
H -3.707 3.701 0.694
H -2.464 2.900 1.551
H -1.276 4.696 1.039
H -0.985 3.980 -0.547
H -2.139 7.222 0.500
H -2.973 6.012 1.459
H -4.897 6.101 -0.037
H -4.565 7.725 0.631
H -4.088 7.299 -1.030
H -3.799 0.037 -0.119
H -4.898 1.264 -0.630
H -6.043 2.899 2.612
H -6.299 2.828 0.854
H -8.296 1.813 1.718
H -7.441 1.177 3.128
H -7.236 0.379 1.597
H -4.831 3.495 -1.037
H -3.893 4.412 -2.155
H -5.605 2.015 -3.058
H -4.579 4.360 -4.259
C 3.872 2.717 5.239
C 4.436 1.995 4.041
O 3.766 1.212 3.403
C 5.869 2.288 3.672
H 2.839 2.413 5.394
H 4.449 2.468 6.131
H 3.907 3.796 5.075
H 6.529 2.022 4.500
H 5.987 3.348 3.443
H 6.147 1.704 2.797
C 6.195 -2.022 -4.794
C 4.881 -2.599 -4.341
O 4.021 -2.956 -5.115
C 4.661 -2.721 -2.850
H 6.222 -1.988 -5.881
H 6.314 -1.011 -4.404
H 7.016 -2.640 -4.440
H 4.709 -1.737 -2.381
H 5.417 -3.371 -2.408
H 3.680 -3.154 -2.666
C 4.113 -5.430 -0.847
C 3.619 -4.218 -0.097
O 4.027 -3.106 -0.352
C 2.592 -4.451 0.987
H 4.843 -5.122 -1.593
H 4.586 -6.130 -0.156
H 3.281 -5.925 -1.349
H 3.004 -5.107 1.754
H 1.694 -4.902 0.561
H 2.325 -3.501 1.445
C -5.491 -2.511 4.739
C -4.487 -2.629 3.621
O -3.424 -2.050 3.662
C -4.872 -3.499 2.450
H -5.094 -1.859 5.514
H -6.423 -2.087 4.360
H -5.691 -3.493 5.168
H -5.782 -3.116 1.981
H -5.045 -4.523 2.785
H -4.066 -3.499 1.718
C 3.980 -2.240 8.741
C 4.015 -1.421 7.475
O 3.029 -0.856 7.057
C 5.336 -1.335 6.749
H 2.976 -2.217 9.159
H 4.251 -3.274 8.525
H 4.677 -1.829 9.472
H 5.663 -2.332 6.450
H 6.090 -0.886 7.397
H 5.219 -0.719 5.859
C -3.574 3.988 -6.992
C -3.282 4.707 -8.288
O -2.639 4.185 -9.167
C -3.832 6.106 -8.434
H -3.123 2.998 -7.019
H -3.149 4.545 -6.157
H -4.650 3.880 -6.855
H -3.424 6.752 -7.654
H -4.921 6.090 -8.357
H -3.552 6.505 -9.405
C -6.800 -1.583 -0.959
C -8.137 -2.204 -0.627
O -8.390 -2.562 0.499
C -9.127 -2.355 -1.754
H -6.198 -1.537 -0.051
H -6.277 -2.185 -1.704
H -6.945 -0.569 -1.340
H -8.710 -2.990 -2.537
H -9.369 -1.377 -2.173
H -10.037 -2.813 -1.375
C 10.213 0.349 -3.169
C 9.943 -0.669 -4.249
O 9.042 -1.472 -4.148
C 10.845 -0.643 -5.458
H 9.497 0.219 -2.360
H 11.221 0.215 -2.773
H 10.115 1.357 -3.573
H 11.878 -0.818 -5.157
H 10.772 0.324 -5.958
H 10.542 -1.423 -6.153
C 6.018 -3.114 1.563
C 7.309 -2.789 0.849
O 7.764 -1.668 0.845
C 8.005 -3.924 0.138
H 5.626 -2.212 2.028
H 5.280 -3.496 0.854
H 6.198 -3.862 2.337
H 7.353 -4.339 -0.632
H 8.269 -4.707 0.851
H 8.914 -3.553 -0.332
*
```

Values from the calculation:
LUMO level = -2.697 eV
DFT total energy = -4053.2744 a.u.

---

no.,gap between HOMO and LUMO (Eh)
1,0.313
2,0.288